(1)
{
  "formula": "C13H24N4O4S",
  "method": "ωB97M-V/def2-TZVPD",
  "symbols": ["C", "N", "C", "O", "C", "C", "C", "S", "C", "N", "C", "O", "C", "C", "C", "C", "N", "O", "N", "C", "C", "O", "H", "H", "H", "H", "H", "H", "H", "H", "H", "H", "H", "H", "H", "H", "H", "H", "H", "H", "H", "H", "H", "H", "H", "H"],
  "positions_angstrom": [[2.7806, 1.8618, -3.4729], [1.6510, 1.0051, -3.2543], [1.5133, 0.2152, -2.1425], [2.2577, 0.3177, -1.1288], [0.5042, -1.0061, -2.1693], [1.0984, -2.4007, -2.3305], [2.5249, -2.7228, -1.8509], [2.6415, -2.9452, -0.0742], [4.2225, -2.1081, 0.3827], [-0.2989, -0.8782, -0.8869], [-1.1280, 0.1441, -0.6892], [-1.6211, 0.8247, -1.5725], [-1.4882, 0.4407, 0.7567], [-0.9898, 1.7936, 1.3537], [-0.4948, 1.7939, 2.8155], [-1.5974, 2.3118, 3.7036], [-1.3194, 2.6178, 4.9785], [-2.8209, 2.3017, 3.2372], [-2.9110, 0.2308, 0.9789], [-3.5708, -0.9053, 0.8200], [-5.0505, -0.7048, 1.0638], [-3.0682, -2.0275, 0.5911], [3.2167, 1.6908, -4.3688], [2.5797, 2.8838, -3.1985], [3.6842, 1.6084, -2.8694], [0.9275, 0.9650, -3.9576], [-0.1410, -0.8600, -3.0325], [1.0515, -2.5546, -3.4137], [0.3930, -3.0585, -1.8911], [2.8194, -3.6471, -2.3572], [3.2367, -1.9777, -2.3176], [5.1505, -2.6231, 0.2276], [4.3188, -1.0943, -0.0654], [4.2324, -1.9820, 1.5162], [-0.1022, -1.5867, -0.1249], [-0.9699, -0.3245, 1.3434], [-1.6591, 2.6237, 0.9616], [0.0057, 1.7609, 0.8315], [0.0352, 0.8813, 3.1998], [0.3836, 2.4937, 2.8894], [-0.3940, 2.5968, 5.1998], [-2.0609, 2.9002, 5.5699], [-3.4490, 1.0785, 1.2477], [-5.2093, -0.3818, 2.1557], [-5.4159, -1.6574, 0.7490], [-5.4687, 0.1045, 0.5954]],
  "forces_ev_per_a": [[0.59, 0.17, 3.46], [-0.41, -1.34, 0.84], [2.00, -0.87, 1.95], [-1.63, 0.17, -2.55], [-0.71, 2.00, 1.39], [1.00, 0.85, -0.63], [0.49, 0.63, -1.63], [0.99, 0.52, 0.51], [-0.44, 1.17, 1.44], [1.94, -2.15, -0.46], [-1.04, 1.01, 0.24], [0.48, 0.25, -0.58], [-0.50, -1.20, 2.09], [1.75, -1.28, -2.37], [0.52, 1.30, 0.10], [-5.07, -1.42, -1.66], [-1.94, -0.18, -2.01], [4.52, 0.48, 2.02], [0.59, 2.41, 0.05], [-0.08, -1.48, 0.22], [1.32, -1.32, 2.67], [-0.51, 1.99, 0.13], [0.54, 0.10, -3.53], [-0.14, 0.53, -0.47], [-1.16, -0.30, 0.47], [0.14, -0.06, 0.12], [-0.50, 0.09, 0.23], [0.25, -0.39, 0.13], [-0.71, -0.88, 0.40], [-0.13, -0.12, 0.22], [-0.65, -0.43, 1.12], [0.18, -0.80, -0.68], [-0.44, -0.68, 0.24], [-0.48, -0.04, -1.39], [-0.23, 1.57, -1.31], [0.01, -0.13, 0.11], [1.18, -0.77, 1.00], [-0.77, 1.01, -0.08], [-1.21, 0.23, -0.53], [-0.85, -0.11, -0.20], [2.62, 0.17, 1.41], [-0.33, 0.27, 0.62], [0.71, -1.08, -0.27], [0.19, -1.29, -1.23], [-1.21, -0.39, 0.33], [-0.88, 1.79, -1.93]],
  "nbo_charge": [-0.42, -0.61, 0.68, -0.65, -0.11, -0.41, -0.55, 0.19, -0.74, -0.61, 0.68, -0.64, -0.12, -0.40, -0.52, 0.67, -0.78, -0.67, -0.60, 0.68, -0.71, -0.66, 0.20, 0.20, 0.23, 0.40, 0.21, 0.22, 0.23, 0.22, 0.23, 0.21, 0.24, 0.23, 0.43, 0.19, 0.25, 0.23, 0.25, 0.23, 0.39, 0.42, 0.42, 0.23, 0.24, 0.22],
  "multiplicity": 1,
  "smiles": "CNC(=O)[C@@H](CCSC)NC(=O)[C@@H](CCC(N)=O)NC(C)=O",
  "homo_lumo_gap_ha": 0.332
}

***

(2)
{
  "formula": "C6H11N2P",
  "method": "ωB97M-V/def2-TZVPD",
  "symbols": ["C", "C", "C", "C", "C", "C", "N", "N", "P", "H", "H", "H", "H", "H", "H", "H", "H", "H", "H", "H"],
  "positions_angstrom": [[2.0517, 1.1624, -2.3491], [1.1456, 1.4483, -1.4274], [-0.6631, 0.3069, -0.0280], [-1.5414, -1.4188, 1.6810], [-1.6510, -0.8180, 0.2226], [0.4117, 0.2232, -0.9666], [-0.7613, 1.3585, 0.6623], [1.9794, -0.2476, 0.5260], [1.6728, 0.4964, 1.8606], [2.6507, 1.9363, -2.9279], [2.2640, 0.1768, -2.6575], [0.9230, 2.5328, -1.2453], [-2.1497, -2.3663, 1.7171], [-2.0452, -0.7672, 2.2773], [-0.5507, -1.4953, 2.1429], [-2.5670, -0.4785, -0.0048], [-1.2909, -1.6419, -0.4845], [0.4742, -0.7188, -1.5297], [-0.2808, 2.2149, 0.6042], [2.8527, 0.3607, 2.3906]],
  "forces_ev_per_a": [[1.43, 2.33, -1.44], [-0.80, -0.75, -1.06], [-0.05, 1.18, 0.21], [-0.36, -1.37, -2.11], [5.79, -3.05, 0.49], [2.16, -0.03, 1.56], [-2.95, -0.29, 2.11], [-0.92, -0.06, -1.51], [-3.36, 0.68, -1.37], [-0.86, -0.84, 1.08], [0.13, -1.09, -0.11], [-0.10, -1.49, 0.42], [1.02, 0.67, 0.00], [-1.50, 1.97, 1.94], [-0.07, -0.37, -0.75], [-3.43, 0.90, -0.69], [-1.03, 0.90, 0.66], [0.41, 0.74, -0.02], [1.29, 0.53, -0.81], [3.19, -0.56, 1.40]],
  "nbo_charge": [-0.31, -0.27, 0.22, -0.59, -0.42, -0.04, -0.66, -0.85, 0.74, 0.20, 0.19, 0.23, 0.21, 0.21, 0.21, 0.22, 0.19, 0.23, 0.36, -0.08],
  "multiplicity": 1,
  "homo_lumo_gap_ha": [0.283, 0.290]
}

***

Per-record ΔE to the lowest compared entry with this formula, charge and spin, kJ/mol: 193.6; 405.4